{"formula": "C26H26BrN4O5SZr", "method": "wB97M-V/def2-TZVPD", "homo_lumo_gap_ev": 7.38, "lumo_ev": -3.51, "homo_energy_ev": -10.892, "de_lowest_kj_mol": 0.0, "total_charge": 1, "elements": ["Zr", "C", "C", "N", "C", "S", "N", "N", "C", "C", "C", "C", "C", "C", "C", "N", "H", "H", "H", "H", "H", "H", "H", "H", "H", "H", "H", "H", "H", "C", "O", "C", "C", "C", "C", "C", "C", "O", "C", "O", "C", "H", "H", "H", "H", "H", "H", "H", "H", "H", "Br", "C", "C", "C", "C", "C", "C", "C", "O", "O", "H", "H", "H", "H"], "coordinates": [[0.40, -0.14, 0.51], [-1.44, -4.75, -3.50], [-0.75, -5.03, -2.18], [0.29, -4.05, -1.86], [0.04, -2.83, -1.35], [1.43, -1.79, -1.16], [-1.21, -2.54, -1.05], [-1.36, -1.32, -0.48], [-2.57, -0.90, -0.33], [-3.78, -1.67, -0.74], [-2.71, 0.45, 0.26], [-3.91, 1.14, 0.31], [-3.95, 2.40, 0.87], [-2.79, 2.96, 1.39], [-1.63, 2.22, 1.31], [-1.59, 1.01, 0.75], [-2.20, -5.51, -3.70], [-1.93, -3.77, -3.48], [-0.73, -4.76, -4.33], [-1.47, -5.03, -1.36], [-0.26, -6.00, -2.19], [1.24, -4.24, -2.11], [-3.53, -2.73, -0.79], [-4.60, -1.51, -0.04], [-4.11, -1.36, -1.74], [-4.81, 0.69, -0.10], [-4.89, 2.95, 0.90], [-2.79, 3.94, 1.84], [-0.70, 2.60, 1.71], [7.20, 1.22, 1.11], [6.77, 1.85, -0.09], [5.47, 1.80, -0.41], [5.13, 2.44, -1.62], [3.83, 2.45, -2.02], [2.81, 1.82, -1.27], [1.46, 1.87, -1.70], [1.06, 2.59, -2.95], [0.51, 1.32, -1.07], [3.18, 1.17, -0.05], [2.29, 0.57, 0.71], [4.51, 1.18, 0.37], [8.27, 1.38, 1.15], [6.99, 0.15, 1.08], [6.73, 1.67, 1.98], [5.91, 2.92, -2.20], [3.57, 2.94, -2.95], [1.57, 2.15, -3.82], [1.35, 3.64, -2.90], [-0.01, 2.51, -3.09], [4.74, 0.68, 1.30], [3.85, -3.01, 7.76], [2.89, -2.43, 6.24], [2.69, -3.32, 5.19], [1.99, -2.89, 4.08], [1.50, -1.59, 4.03], [1.70, -0.72, 5.09], [2.40, -1.13, 6.21], [0.78, -1.13, 2.83], [0.38, 0.08, 2.71], [0.59, -1.90, 1.83], [3.08, -4.32, 5.25], [1.82, -3.56, 3.25], [1.31, 0.29, 5.03], [2.57, -0.47, 7.04]], "lowdin_charge": [1.72, -0.08, -0.23, -0.01, -0.76, 0.68, 0.01, -0.09, -0.24, -0.01, -0.19, 0.02, -0.02, -0.02, -0.09, -0.02, 0.08, 0.06, 0.08, 0.11, 0.12, 0.12, 0.08, 0.09, 0.11, 0.12, 0.12, 0.12, 0.13, -0.04, -0.04, -0.26, 0.02, 0.00, -0.10, -0.33, 0.01, -0.17, -0.29, -0.24, 0.07, 0.10, 0.10, 0.10, 0.13, 0.12, 0.10, 0.10, 0.09, 0.12, 0.78, -0.68, -0.10, 0.01, -0.14, 0.00, -0.11, -0.56, -0.11, -0.13, 0.11, 0.13, 0.12, 0.11]}

{"formula": "C26H26BrN8O8P2S2W", "method": "wB97M-V/def2-TZVPD", "homo_lumo_gap_ev": [6.58, 6.58], "lumo_ev": [-3.55, -3.55], "homo_energy_ev": [-10.131, -10.131], "de_lowest_kj_mol": 0.0, "total_charge": 1, "elements": ["W", "C", "C", "N", "N", "C", "N", "S", "C", "C", "C", "C", "C", "N", "H", "H", "H", "H", "H", "H", "H", "H", "H", "H", "C", "C", "O", "P", "O", "O", "O", "P", "O", "O", "O", "H", "H", "H", "H", "H", "H", "H", "Br", "C", "C", "C", "C", "C", "C", "N", "N", "C", "C", "C", "C", "O", "C", "N", "C", "C", "C", "C", "H", "H", "H", "H", "H", "H", "H", "H", "H", "S", "C", "N"], "coordinates": [[1.11, -0.47, 0.13], [4.97, -1.28, -2.00], [3.62, -1.37, -1.38], [2.94, -0.33, -0.99], [3.51, 0.91, -1.25], [2.65, 1.93, -1.44], [3.16, 3.12, -1.74], [0.99, 1.66, -1.33], [2.87, -2.59, -1.22], [3.34, -3.84, -1.59], [2.49, -4.92, -1.54], [1.18, -4.71, -1.13], [0.78, -3.46, -0.74], [1.61, -2.39, -0.76], [5.00, -0.46, -2.72], [5.24, -2.20, -2.52], [5.73, -1.09, -1.24], [4.42, 1.09, -0.85], [4.15, 3.29, -1.66], [2.56, 3.92, -1.63], [4.36, -3.96, -1.91], [2.83, -5.91, -1.81], [0.47, -5.52, -1.08], [-0.21, -3.30, -0.36], [0.46, 3.92, 1.77], [1.02, 2.77, 2.59], [1.09, 3.18, 3.95], [-0.11, 1.34, 2.54], [0.41, 0.27, 3.55], [-1.48, 1.84, 3.13], [-0.33, 0.86, 1.13], [2.65, 2.21, 1.92], [3.38, 1.70, 3.25], [3.42, 3.23, 1.20], [2.31, 0.93, 1.14], [-0.48, 4.26, 2.20], [0.28, 3.62, 0.74], [1.18, 4.74, 1.78], [1.70, 2.60, 4.42], [1.03, -0.42, 3.19], [-1.39, 2.28, 3.99], [4.19, 2.21, 3.43], [-2.69, 4.57, -0.59], [-3.76, 3.01, -0.60], [-3.83, 2.23, 0.55], [-4.56, 1.06, 0.53], [-5.22, 0.67, -0.64], [-5.22, 1.51, -1.75], [-4.47, 2.67, -1.74], [-5.97, -0.55, -0.75], [-5.46, -1.64, -0.47], [-4.07, -1.71, -0.09], [-3.75, -2.23, 1.13], [-2.42, -2.25, 1.61], [-1.43, -1.71, 0.84], [-0.13, -1.67, 1.16], [-1.75, -1.23, -0.45], [-0.67, -0.77, -1.16], [-0.85, -0.50, -2.44], [-2.10, -0.60, -3.06], [-3.20, -0.95, -2.33], [-3.04, -1.28, -0.97], [-3.30, 2.53, 1.44], [-4.61, 0.44, 1.41], [-5.80, 1.23, -2.62], [-4.44, 3.31, -2.61], [-4.55, -2.61, 1.76], [-2.18, -2.67, 2.58], [0.02, -0.19, -3.00], [-2.17, -0.38, -4.12], [-4.17, -1.02, -2.80], [2.57, -1.49, 1.99], [2.19, -3.14, 2.01], [1.96, -4.27, 2.03]], "lowdin_charge": [1.47, 0.01, -0.24, -0.12, 0.02, -0.76, 0.15, 0.85, -0.22, 0.02, -0.02, -0.02, -0.10, -0.05, 0.09, 0.08, 0.11, 0.17, 0.13, 0.12, 0.12, 0.12, 0.13, 0.11, -0.06, -0.58, -0.03, 0.51, -0.10, -0.06, -0.40, 0.37, -0.12, -0.26, -0.61, 0.09, 0.04, 0.10, 0.09, 0.00, 0.12, 0.10, 0.76, -0.68, -0.10, -0.01, -0.27, -0.03, -0.11, 0.09, 0.09, -0.23, 0.00, 0.05, -0.34, -0.32, -0.16, -0.05, -0.13, -0.01, 0.04, -0.09, 0.09, 0.12, 0.12, 0.11, 0.13, 0.13, 0.09, 0.12, 0.13, 0.73, -0.73, 0.10]}

{"formula": "C26H26BrN8O8P2S2W", "method": "wB97M-V/def2-TZVPD", "multiplicity": 3, "homo_lumo_gap_ev": [5.91, 6.10], "lumo_ev": [-3.70, -4.11], "homo_energy_ev": [-9.618, -10.206], "de_lowest_kj_mol": 57.6, "total_charge": 1, "s_squared": 2.02, "elements": ["W", "C", "C", "N", "N", "C", "N", "S", "C", "C", "C", "C", "C", "N", "H", "H", "H", "H", "H", "H", "H", "H", "H", "H", "C", "C", "O", "P", "O", "O", "O", "P", "O", "O", "O", "H", "H", "H", "H", "H", "H", "H", "Br", "C", "C", "C", "C", "C", "C", "N", "N", "C", "C", "C", "C", "O", "C", "N", "C", "C", "C", "C", "H", "H", "H", "H", "H", "H", "H", "H", "H", "S", "C", "N"], "coordinates": [[0.18, 1.28, 0.13], [0.88, 1.15, -4.35], [0.64, 1.52, -2.93], [0.19, 0.69, -2.04], [-0.06, -0.59, -2.48], [-0.90, -1.45, -1.84], [-1.03, -2.62, -2.47], [-1.66, -1.09, -0.41], [0.88, 2.88, -2.45], [1.34, 3.90, -3.27], [1.45, 5.18, -2.75], [1.07, 5.40, -1.44], [0.64, 4.33, -0.68], [0.55, 3.09, -1.16], [1.86, 0.69, -4.44], [0.86, 2.03, -5.00], [0.12, 0.47, -4.74], [0.35, -0.86, -3.35], [-0.60, -2.83, -3.36], [-1.62, -3.34, -2.07], [1.65, 3.70, -4.29], [1.82, 5.99, -3.37], [1.12, 6.38, -1.00], [0.38, 4.45, 0.36], [-3.97, 3.60, 2.85], [-2.84, 3.46, 1.83], [-2.77, 4.59, 0.97], [-3.11, 2.07, 0.68], [-4.55, 2.22, 0.05], [-3.22, 0.77, 1.55], [-2.02, 1.95, -0.33], [-1.21, 3.14, 2.65], [-0.82, 4.66, 3.04], [-1.32, 2.25, 3.81], [-0.30, 2.84, 1.44], [-4.93, 3.70, 2.36], [-3.79, 4.49, 3.45], [-3.98, 2.75, 3.54], [-2.44, 5.34, 1.49], [-4.65, 2.94, -0.59], [-3.92, 0.74, 2.22], [-0.60, 4.72, 3.98], [-1.78, -5.97, -2.43], [-0.59, -5.80, -0.96], [0.72, -6.22, -1.09], [1.58, -6.10, -0.01], [1.14, -5.52, 1.17], [-0.19, -5.12, 1.30], [-1.06, -5.26, 0.23], [2.08, -5.50, 2.25], [2.28, -4.50, 2.96], [1.68, -3.24, 2.66], [0.94, -2.63, 3.64], [0.29, -1.40, 3.41], [0.42, -0.79, 2.19], [-0.13, 0.37, 1.86], [1.26, -1.36, 1.22], [1.41, -0.61, 0.08], [2.27, -1.04, -0.82], [2.99, -2.23, -0.69], [2.81, -3.01, 0.42], [1.92, -2.58, 1.43], [1.07, -6.66, -2.02], [2.59, -6.47, -0.06], [-0.56, -4.70, 2.22], [-2.10, -4.97, 0.32], [0.83, -3.12, 4.60], [-0.30, -0.92, 4.19], [2.44, -0.40, -1.68], [3.69, -2.51, -1.46], [3.36, -3.93, 0.55], [2.42, 1.99, 0.98], [3.21, 1.87, -0.49], [3.65, 1.76, -1.56]], "mulliken_spin": [1.83, 0.00, 0.03, -0.03, 0.01, -0.01, 0.01, 0.06, 0.06, 0.00, 0.02, 0.00, 0.01, -0.03, 0.00, 0.00, 0.00, 0.00, 0.00, 0.00, 0.00, 0.00, 0.00, 0.01, 0.00, 0.00, 0.00, 0.02, 0.01, 0.00, 0.00, 0.00, 0.00, 0.00, 0.00, 0.00, 0.00, 0.00, 0.00, 0.00, 0.00, 0.00, 0.00, 0.00, 0.00, 0.00, 0.00, 0.00, 0.00, 0.00, 0.00, 0.03, -0.02, 0.04, -0.05, -0.02, 0.04, -0.04, 0.03, -0.02, 0.03, -0.01, 0.00, 0.00, 0.00, 0.00, 0.00, 0.00, -0.01, 0.00, 0.00, -0.03, 0.01, 0.01]}

{"formula": "C26H26FN5O3", "method": "wB97M-V/def2-TZVPD", "homo_lumo_gap_ev": 8.47, "lumo_ev": 0.03, "homo_energy_ev": -8.437, "smiles": "O=C(Cn1ncc2c3ccccc3n(Cc3ccccc3F)c2c1=O)NCCCN1CCCC1=O", "elements": ["O", "C", "N", "H", "C", "H", "H", "C", "H", "H", "C", "N", "C", "O", "C", "H", "C", "H", "H", "C", "H", "H", "H", "H", "H", "C", "N", "N", "C", "C", "C", "N", "C", "C", "C", "C", "C", "C", "H", "H", "H", "H", "C", "C", "C", "C", "C", "C", "C", "H", "H", "H", "H", "F", "H", "H", "C", "O", "H", "H", "H"], "coordinates": [[4.90, 0.90, -0.26], [4.02, 0.96, -1.08], [3.54, -0.09, -1.77], [2.73, 0.06, -2.36], [3.93, -1.45, -1.46], [5.02, -1.51, -1.47], [3.53, -2.10, -2.24], [3.43, -1.88, -0.08], [3.89, -1.22, 0.66], [3.76, -2.89, 0.13], [1.90, -1.78, 0.03], [1.46, -1.62, 1.39], [0.63, -2.47, 2.02], [0.26, -3.54, 1.58], [0.22, -1.84, 3.34], [-0.80, -1.49, 3.23], [1.20, -0.69, 3.52], [2.08, -1.02, 4.07], [0.77, 0.17, 4.03], [1.60, -0.35, 2.08], [0.91, 0.38, 1.64], [2.62, 0.04, 1.99], [0.25, -2.57, 4.15], [1.43, -2.70, -0.34], [1.54, -0.93, -0.55], [3.32, 2.29, -1.45], [1.99, 2.36, -0.87], [1.92, 3.07, 0.26], [0.79, 3.22, 0.87], [-0.39, 2.64, 0.37], [-0.31, 1.91, -0.82], [-1.54, 1.43, -1.17], [-2.43, 1.83, -0.21], [-3.80, 1.57, -0.12], [-4.47, 2.10, 0.96], [-3.82, 2.87, 1.93], [-2.47, 3.12, 1.85], [-1.76, 2.60, 0.77], [-1.96, 3.71, 2.60], [-4.39, 3.26, 2.76], [-5.53, 1.92, 1.07], [-4.31, 0.98, -0.86], [-1.83, 0.57, -2.28], [-2.31, -0.80, -1.88], [-1.85, -1.45, -0.74], [-2.23, -2.74, -0.41], [-3.11, -3.41, -1.23], [-3.60, -2.78, -2.37], [-3.20, -1.50, -2.68], [-3.58, -1.02, -3.58], [-4.30, -3.30, -3.01], [-3.41, -4.41, -0.99], [-1.80, -3.20, 0.47], [-1.00, -0.81, 0.10], [-0.91, 0.48, -2.87], [-2.59, 1.05, -2.91], [0.94, 1.72, -1.50], [1.13, 1.08, -2.54], [0.82, 3.80, 1.77], [3.24, 2.37, -2.53], [3.90, 3.11, -1.03]], "lowdin_charge": [0.07, -0.48, 0.07, 0.10, -0.16, 0.12, 0.12, -0.14, 0.10, 0.12, -0.14, -0.06, -0.48, 0.04, -0.07, 0.12, -0.14, 0.11, 0.11, -0.14, 0.11, 0.12, 0.12, 0.13, 0.11, -0.02, -0.04, 0.11, -0.07, -0.08, -0.06, 0.02, -0.15, 0.01, -0.07, -0.09, -0.02, -0.10, 0.11, 0.10, 0.10, 0.11, -0.05, -0.14, -0.20, 0.01, -0.07, -0.08, -0.04, 0.11, 0.10, 0.11, 0.10, 0.08, 0.13, 0.14, -0.34, 0.01, 0.12, 0.13, 0.13]}